{"formula": "C49H58F7N11O4S", "method": "ωB97M-V/def2-TZVPD", "orbital_gap_ha": 0.2914, "smiles": "O=S1(=O)OC[C@@H](C(F)(F)C(F)(F)C(F)(F)F)O1.c1cc[nH]c1.c1cc[nH]c1.c1cc[nH]c1.c1cc[nH]c1.c1cc[nH]c1.c1cc[nH]c1.c1cc[nH]c1.c1cc[nH]c1.c1cc[nH]c1.c1cc[nH]c1.c1cc[nH]c1", "e_tot_ha": -3902.40441, "total_charge": 0, "symbols": ["O", "S", "O", "O", "C", "C", "C", "F", "F", "C", "F", "F", "C", "F", "F", "F", "O", "H", "H", "H", "C", "C", "C", "N", "C", "H", "H", "H", "H", "H", "C", "C", "C", "N", "C", "H", "H", "H", "H", "H", "C", "C", "C", "N", "C", "H", "H", "H", "H", "H", "C", "C", "C", "N", "C", "H", "H", "H", "H", "H", "C", "C", "C", "N", "C", "H", "H", "H", "H", "H", "C", "C", "C", "N", "C", "H", "H", "H", "H", "H", "C", "C", "C", "N", "C", "H", "H", "H", "H", "H", "C", "C", "C", "N", "C", "H", "H", "H", "H", "H", "C", "C", "C", "N", "C", "H", "H", "H", "H", "H", "C", "C", "C", "N", "C", "H", "H", "H", "H", "H", "C", "C", "C", "N", "C", "H", "H", "H", "H", "H"], "positions_angstrom": [[2.8415, -4.3377, 0.0386], [2.6946, -2.9522, 0.2644], [3.6605, -2.1882, 0.9830], [2.3524, -2.2088, -1.0843], [1.2450, -1.2952, -0.9823], [0.7087, -1.4855, 0.4620], [-0.8245, -1.4595, 0.5730], [-1.1639, -0.6271, 1.5823], [-1.3297, -0.9116, -0.5545], [-1.5821, -2.7857, 0.8464], [-2.8889, -2.4687, 1.0511], [-1.0919, -3.3268, 2.0011], [-1.5484, -3.8436, -0.3046], [-2.4511, -3.5437, -1.2151], [-0.3549, -3.8777, -0.8932], [-1.8130, -5.0354, 0.1946], [1.2883, -2.6829, 0.9579], [0.5508, -1.5744, -1.7707], [1.5771, -0.2661, -1.1364], [1.0824, -0.6628, 1.0816], [-2.6359, -9.1878, 1.7110], [-2.3443, -9.2682, 3.0988], [-2.0555, -8.0005, 3.5336], [-2.1546, -7.1611, 2.4559], [-2.5084, -7.8763, 1.3436], [-2.8967, -10.0021, 1.0569], [-2.3424, -10.1565, 3.7089], [-1.7865, -7.6287, 4.5079], [-1.9883, -6.1723, 2.4764], [-2.6344, -7.3958, 0.3902], [1.2782, 2.5551, 4.1209], [0.4792, 1.4293, 4.4615], [1.1241, 0.3156, 3.9940], [2.2822, 0.7239, 3.3823], [2.3846, 2.0869, 3.4615], [1.0680, 3.5875, 4.3468], [-0.4593, 1.4398, 4.9904], [0.8560, -0.7272, 4.0414], [2.9621, 0.1236, 2.9477], [3.2349, 2.5990, 3.0477], [-0.1967, 3.8607, -1.6133], [-0.8562, 2.6457, -1.2847], [-0.3840, 2.2362, -0.0630], [0.5355, 3.1606, 0.3602], [0.6487, 4.1502, -0.5752], [-0.3327, 4.4565, -2.5005], [-1.6022, 2.1390, -1.8744], [-0.6289, 1.3839, 0.5431], [1.0439, 3.1277, 1.2310], [1.3147, 4.9820, -0.4191], [-5.5320, 3.1352, 1.0862], [-5.6608, 4.5347, 0.8664], [-4.4978, 4.9636, 0.2781], [-3.6744, 3.8833, 0.1425], [-4.2931, 2.7673, 0.6291], [-6.2593, 2.4789, 1.5338], [-6.5050, 5.1555, 1.1168], [-4.1859, 5.9427, -0.0434], [-2.7469, 3.8996, -0.2479], [-3.8011, 1.8095, 0.6152], [4.6132, 3.1447, 0.9402], [5.8146, 2.6838, 1.5421], [5.8445, 1.3220, 1.3976], [4.7111, 0.9421, 0.7330], [3.9518, 2.0466, 0.4561], [4.2748, 4.1658, 0.8714], [6.5703, 3.2833, 2.0208], [6.5748, 0.5938, 1.7060], [4.4862, -0.0104, 0.5045], [3.0142, 1.9707, -0.0713], [-2.6974, 6.1090, 5.5164], [-2.3564, 7.0890, 4.5445], [-2.9564, 6.7197, 3.3684], [-3.6414, 5.5600, 3.5913], [-3.4915, 5.1804, 4.8945], [-2.3967, 6.0898, 6.5506], [-1.7452, 7.9635, 4.6926], [-2.9541, 7.1840, 2.3971], [-4.1756, 5.0618, 2.8971], [-3.9602, 4.2864, 5.2687], [-4.2170, -0.7640, 5.5139], [-4.9311, -1.9942, 5.5321], [-4.2343, -2.8822, 4.7581], [-3.1287, -2.2363, 4.2740], [-3.1100, -0.9459, 4.7298], [-4.4862, 0.1482, 6.0191], [-5.8501, -2.2013, 6.0537], [-4.4311, -3.9121, 4.5128], [-2.4392, -2.6450, 3.6724], [-2.3151, -0.2710, 4.4589], [-1.2538, 1.1788, -6.1040], [-0.0189, 0.5097, -5.8869], [-0.0441, 0.0032, -4.6154], [-1.2453, 0.3430, -4.0569], [-1.9889, 1.0574, -4.9558], [-1.5649, 1.6901, -6.9991], [0.7922, 0.4093, -6.5877], [0.6890, -0.5639, -4.0672], [-1.5348, 0.1094, -3.1252], [-2.9709, 1.4189, -4.7035], [2.3908, -9.7180, 0.7468], [2.1055, -10.9951, 1.3015], [1.1715, -10.8102, 2.2874], [0.8847, -9.4768, 2.3509], [1.6200, -8.8040, 1.4168], [3.0793, -9.4968, -0.0514], [2.5341, -11.9390, 1.0090], [0.6876, -11.5139, 2.9429], [0.2160, -9.0610, 2.9764], [1.5328, -7.7366, 1.3036], [2.2907, 6.7353, -3.1465], [2.8005, 7.3513, -4.3229], [3.5943, 6.4314, -4.9530], [3.5833, 5.2863, -4.2045], [2.7911, 5.4610, -3.1037], [1.6323, 7.1796, -2.4180], [2.6062, 8.3538, -4.6649], [4.1605, 6.4936, -5.8662], [4.0809, 4.4452, -4.4297], [2.6527, 4.6686, -2.3899], [3.1758, 1.8464, -10.3914], [4.4147, 1.1814, -10.1770], [4.3922, 0.6768, -8.9050], [3.1896, 1.0118, -8.3440], [2.4422, 1.7236, -9.2426], [2.8610, 2.3553, -11.2867], [5.2270, 1.0849, -10.8774], [5.1242, 0.1103, -8.3557], [2.9013, 0.7738, -7.4136], [1.4584, 2.0797, -8.9892]]}

***

{"formula": "C3H6N3S", "method": "ωB97M-V/def2-TZVPD", "s2": 2.003, "orbital_gap_ha": [0.3827, 0.2674], "e_tot_ha": -679.94137, "total_charge": 1, "e_above_lowest_kcal_mol": 11.21, "multiplicity": 3, "symbols": ["C", "C", "C", "N", "N", "N", "S", "H", "H", "H", "H", "H", "H"], "positions_angstrom": [[-0.2145, 0.8566, 0.3515], [-0.6481, -0.7657, -1.0374], [1.6065, -0.8231, -0.1114], [-1.3968, 1.1616, -0.1334], [-1.6620, 0.0549, -0.9690], [0.2952, -0.2036, -0.1860], [0.7390, -0.9127, 2.9549], [0.2668, 1.6037, 1.0348], [2.2654, -0.2674, 0.5316], [1.8449, -0.9280, -1.1472], [1.3790, -1.8471, 0.3625], [-1.9907, 1.9630, -0.0856], [-2.4848, 0.1079, -1.5654]]}

***

{"formula": "C9H18N2", "method": "ωB97M-V/def2-TZVPD", "orbital_gap_ha": [0.2888, 0.2577], "e_tot_ha": -463.04111, "total_charge": 0, "e_above_lowest_kcal_mol": 122.20, "symbols": ["C", "C", "C", "C", "C", "C", "C", "C", "C", "N", "N", "H", "H", "H", "H", "H", "H", "H", "H", "H", "H", "H", "H", "H", "H", "H", "H", "H", "H"], "positions_angstrom": [[2.4211, 1.6278, 1.1423], [2.2044, 0.7995, 0.1037], [-1.4772, 0.7970, 1.3366], [-0.6440, 0.6498, 0.1282], [-1.9800, 0.0104, 0.1365], [2.5145, 1.2770, -1.2920], [-2.1195, -1.4887, 0.3056], [-3.0641, 0.6209, -0.7440], [1.6503, -0.5021, 0.3097], [1.1444, -2.7690, -0.3835], [1.7596, -1.5241, -0.5820], [2.2070, 1.3372, 2.1542], [2.7890, 2.6266, 0.9911], [-1.2221, 0.2318, 2.2241], [-1.9207, 1.7595, 1.5698], [-0.4148, 1.4819, -0.5162], [2.0615, 2.2535, -1.4538], [3.5902, 1.3837, -1.4261], [2.1383, 0.6036, -2.0567], [-2.0419, -1.9892, -0.6616], [-3.0906, -1.7355, 0.7347], [-1.3505, -1.8731, 0.9725], [-2.6388, 1.0212, -1.6644], [-3.5678, 1.4367, -0.2274], [-3.8104, -0.1232, -1.0139], [1.4617, -0.8059, 1.3301], [1.4292, -3.1294, 0.5251], [0.1251, -2.6797, -0.3797], [1.8459, -1.2984, -1.5631]]}